{"formula": "C8H5NOS", "method": "ωB97M-V with the def2-TZVPD basis set", "molar_mass_g_mol": 163.20, "smiles": "O=Cc1cc2cnccc2s1", "relative_energy_kj_mol": 37.33, "symbols": ["O", "C", "C", "C", "C", "C", "N", "C", "C", "C", "S", "H", "H", "H", "H", "H"], "coordinates": [[2.505, 1.588, -2.827], [2.764, 0.936, -1.850], [1.618, 0.433, -0.964], [0.327, 1.008, -0.894], [-0.560, 0.231, 0.000], [-1.829, 0.688, 0.356], [-2.567, -0.065, 1.250], [-2.021, -1.145, 1.730], [-0.642, -1.635, 1.375], [0.026, -0.814, 0.504], [1.684, -1.057, -0.023], [3.851, 0.471, -1.510], [0.208, 1.959, -1.315], [-2.444, 1.592, -0.114], [-2.570, -1.720, 2.398], [-0.349, -2.471, 1.885]]}

{"formula": "C8H6Br4N", "method": "ωB97M-V with the def2-TZVPD basis set", "molar_mass_g_mol": 435.76, "total_energy_ha": -10658.8993, "charge": 1, "symbols": ["C", "C", "C", "C", "C", "C", "C", "C", "N", "Br", "Br", "Br", "Br", "H", "H", "H", "H", "H", "H"], "coordinates": [[-0.021, -1.689, 1.495], [-0.087, -2.319, 0.262], [0.243, -0.325, 1.509], [-0.275, -1.599, -0.863], [0.305, 0.437, 0.427], [-0.213, -0.182, -0.795], [0.936, 1.693, 0.426], [-1.023, 0.601, -1.618], [1.230, 2.300, -0.789], [-2.366, -0.579, 1.964], [1.390, 2.577, 1.937], [-1.722, 2.360, -1.387], [-1.751, -0.155, -3.231], [0.131, -2.334, 2.356], [-0.199, -3.420, 0.138], [0.579, -0.024, 2.470], [-0.378, -2.034, -1.920], [1.919, 3.012, -0.746], [1.302, 1.680, -1.634]]}

{"formula": "C8H6BrNO", "method": "ωB97M-V with the def2-TZVPD basis set", "molar_mass_g_mol": 212.05, "relative_energy_kj_mol": 120.66, "symbols": ["C", "C", "C", "C", "C", "C", "C", "C", "N", "O", "Br", "H", "H", "H", "H", "H", "H"], "coordinates": [[1.593, 0.794, -0.708], [1.654, -0.579, -0.954], [0.508, 1.326, -0.031], [0.662, -1.408, -0.495], [-0.515, 0.515, 0.428], [-0.433, -0.895, 0.242], [-1.733, 1.181, 0.989], [-1.375, -1.736, 0.833], [-2.845, 0.489, 0.890], [-1.680, 2.336, 1.429], [-1.673, -3.474, 0.290], [2.381, 1.443, -1.061], [2.490, -0.991, -1.498], [0.414, 2.390, 0.136], [0.729, -2.475, -0.652], [-2.054, -1.369, 1.588], [-3.658, 0.932, 1.303]]}

{"formula": "C8H6Cl2CoN2O3Ru", "method": "ωB97M-V with the def2-TZVPD basis set", "molar_mass_g_mol": 409.06, "multiplicity": 10, "charge": 4, "relative_energy_kj_mol": 0.00, "symbols": ["Co", "Ru", "Cl", "Cl", "C", "C", "C", "O", "O", "O", "N", "C", "C", "C", "C", "C", "N", "H", "H", "H", "H", "H", "H"], "coordinates": [[0.011, 0.914, -7.701], [0.484, 0.095, 0.174], [-0.498, 2.775, -6.729], [1.824, -1.303, -0.892], [-0.579, -1.002, 1.106], [-0.374, 1.281, -9.399], [0.483, -0.668, -8.319], [-1.239, -1.757, 1.735], [-0.682, 1.685, -10.444], [0.778, -1.717, -8.731], [1.472, 0.744, 2.737], [0.937, 1.926, 2.363], [1.148, 3.173, 2.955], [0.572, 4.279, 2.350], [-0.150, 4.108, 1.169], [-0.287, 2.849, 0.602], [0.201, 1.773, 1.236], [1.522, 0.077, 1.941], [2.148, 0.652, 3.477], [1.784, 3.187, 3.825], [0.686, 5.254, 2.804], [-0.606, 4.956, 0.670], [-0.766, 2.614, -0.346]]}

{"formula": "C8H6F6NO2P2S", "method": "ωB97M-V with the def2-TZVPD basis set", "molar_mass_g_mol": 356.14, "total_energy_ha": -2194.0723, "charge": -1, "symbols": ["O", "C", "C", "C", "C", "C", "C", "C", "C", "O", "N", "P", "S", "H", "H", "H", "H", "H", "H", "F", "P", "F", "F", "F", "F", "F"], "coordinates": [[1.064, -2.019, -0.691], [0.112, -1.328, -0.782], [-0.032, 0.135, -0.605], [0.946, 1.116, -0.498], [0.511, 2.430, -0.356], [-0.860, 2.745, -0.285], [-1.831, 1.751, -0.369], [-1.385, 0.447, -0.548], [-2.166, -0.789, -0.707], [-3.340, -0.954, -0.564], [-1.255, -1.858, -1.085], [-1.419, -2.282, -2.732], [-0.720, -3.963, -3.347], [1.993, 0.850, -0.510], [1.247, 3.219, -0.275], [-1.159, 3.776, -0.149], [-2.888, 1.976, -0.307], [-0.835, -1.180, -3.381], [-2.794, -2.080, -2.881], [0.656, 0.494, 2.853], [2.122, -0.293, 2.873], [1.159, -1.522, 2.328], [2.416, -1.290, 4.154], [2.546, 0.856, 3.981], [2.563, 0.866, 1.757], [3.348, -1.103, 2.127]]}

{"formula": "C8H6N11O2Pd", "method": "ωB97M-V with the def2-TZVPD basis set", "molar_mass_g_mol": 394.63, "charge": -1, "relative_energy_kj_mol": 143.59, "symbols": ["Pd", "N", "C", "N", "N", "N", "N", "C", "N", "N", "N", "N", "H", "O", "N", "N", "O", "C", "C", "C", "C", "C", "C", "H", "H", "H", "H", "H"], "coordinates": [[0.871, -1.474, -0.189], [2.234, -3.882, -2.207], [0.917, -3.994, -1.837], [0.102, -4.966, -2.192], [-1.072, -4.653, -1.590], [-0.967, -3.572, -0.906], [0.298, -3.125, -1.046], [3.012, -2.818, -1.826], [4.268, -2.627, -2.171], [4.610, -1.467, -1.558], [3.626, -0.993, -0.884], [2.587, -1.841, -1.033], [2.612, -4.551, -2.852], [0.474, -0.742, 1.967], [-0.150, 0.329, 2.192], [-0.523, 0.938, 1.119], [-0.273, 0.492, -0.072], [-1.246, 2.166, 1.260], [-1.643, 2.820, 0.105], [-2.346, 4.012, 0.207], [-2.651, 4.548, 1.448], [-2.246, 3.879, 2.598], [-1.544, 2.689, 2.514], [-1.392, 2.382, -0.849], [-2.655, 4.522, -0.697], [-3.200, 5.478, 1.523], [-2.478, 4.287, 3.573], [-1.226, 2.164, 3.402]]}

{"formula": "C8H6N2O", "method": "ωB97M-V with the def2-TZVPD basis set", "molar_mass_g_mol": 146.15, "relative_energy_kj_mol": 693.38, "symbols": ["C", "C", "C", "C", "C", "C", "C", "C", "N", "N", "O", "H", "H", "H", "H", "H", "H"], "coordinates": [[-2.746, -0.217, 0.107], [-3.718, -0.929, 0.311], [2.359, 0.710, 0.138], [1.074, 1.272, 0.040], [2.495, -0.658, 0.159], [-0.053, 0.421, 0.103], [0.234, -0.963, -0.085], [-1.344, 0.932, -0.083], [1.503, -1.461, -0.123], [-0.741, -1.862, -0.220], [-1.682, 2.216, -0.164], [3.276, 1.297, 0.230], [0.711, 2.334, -0.074], [3.519, -1.093, 0.369], [-1.706, -1.402, -0.170], [-0.624, -2.944, -0.124], [-2.558, 2.346, -0.415]]}

{"formula": "C8H6N2O2", "method": "ωB97M-V with the def2-TZVPD basis set", "molar_mass_g_mol": 162.15, "relative_energy_kj_mol": 818.42, "symbols": ["C", "C", "C", "C", "C", "C", "C", "C", "H", "H", "H", "H", "H", "H", "N", "N", "O", "O"], "coordinates": [[-1.612, 0.893, 0.206], [-1.184, 1.915, 1.006], [0.251, 1.833, 0.992], [0.574, 0.777, 0.210], [0.805, -2.054, -0.276], [1.954, -2.120, -1.165], [2.909, -2.163, -1.889], [0.928, -1.068, 0.812], [-3.586, 1.105, -0.023], [-2.869, -0.005, -1.046], [-1.794, 2.625, 1.538], [0.941, 2.464, 1.516], [1.555, 0.407, -0.202], [3.748, -2.205, -2.534], [-2.870, 0.407, -0.128], [1.012, -0.274, 1.657], [-0.581, 0.203, -0.296], [-0.181, -2.740, -0.381]]}

{"formula": "C8H6N2O2", "method": "ωB97M-V with the def2-TZVPD basis set", "molar_mass_g_mol": 162.15, "smiles": "O=c1[nH]c2ncccc2cc1O", "relative_energy_kj_mol": 72.33, "symbols": ["O", "C", "N", "C", "N", "C", "C", "C", "C", "C", "C", "O", "H", "H", "H", "H", "H", "H"], "coordinates": [[3.122, -1.542, 0.147], [2.049, -0.943, 0.104], [0.789, -1.474, -0.057], [-0.363, -0.747, 0.033], [-1.458, -1.577, 0.006], [-2.666, -0.948, -0.088], [-2.665, 0.496, -0.005], [-1.598, 1.241, 0.133], [-0.278, 0.639, 0.035], [0.972, 1.337, 0.058], [2.044, 0.580, -0.032], [3.287, 1.019, -0.118], [0.703, -2.532, -0.142], [-3.593, -1.576, -0.170], [-3.645, 1.023, 0.167], [-1.554, 2.316, 0.259], [0.991, 2.442, -0.219], [3.863, 0.246, -0.109]]}

{"formula": "C8H6N2O5STl", "method": "ωB97M-V with the def2-TZVPD basis set", "molar_mass_g_mol": 446.59, "total_energy_ha": -1363.2562, "charge": 3, "symbols": ["O", "C", "Tl", "O", "C", "C", "O", "C", "O", "C", "O", "S", "C", "N", "C", "C", "N", "H", "H", "H", "H", "H", "H"], "coordinates": [[3.672, -1.512, 0.681], [2.638, -1.086, 0.489], [0.000, 0.000, 0.000], [1.167, 2.381, -1.528], [0.766, 1.472, -0.947], [-0.792, -1.461, 0.943], [-1.327, -2.315, 1.499], [0.093, 0.998, 1.626], [0.090, 1.623, 2.594], [-0.120, -0.988, -1.631], [-0.252, -1.558, -2.623], [-2.497, 0.279, 0.064], [-2.764, 1.453, -1.021], [-3.349, 1.228, -2.269], [-3.713, 2.494, -2.856], [-3.259, 3.564, -1.828], [-2.704, 2.816, -0.726], [-3.553, 0.304, -2.675], [-4.818, 2.526, -2.988], [-3.208, 2.626, -3.835], [-4.129, 4.160, -1.477], [-2.483, 4.232, -2.256], [-2.350, 3.223, 0.151]]}

{"formula": "C8H6N4O2S3", "method": "ωB97M-V with the def2-TZVPD basis set", "molar_mass_g_mol": 286.36, "smiles": "O=[N+]([O-])c1ccc(SNc2nnc(S)s2)cc1", "relative_energy_kj_mol": 121.37, "symbols": ["O", "N", "O", "C", "C", "C", "C", "S", "N", "C", "N", "N", "C", "S", "S", "C", "C", "H", "H", "H", "H", "H", "H"], "coordinates": [[2.315, 1.484, 4.480], [2.707, 2.065, 3.493], [3.568, 2.886, 3.518], [2.105, 1.635, 2.337], [2.502, 2.240, 1.068], [2.074, 1.687, -0.116], [1.153, 0.538, -0.094], [0.579, -0.342, -1.515], [-1.045, -0.568, -1.195], [-1.812, -1.457, -1.947], [-1.280, -1.950, -3.082], [-2.116, -2.860, -3.567], [-3.390, -2.782, -3.068], [-4.732, -3.560, -3.525], [-3.465, -1.808, -1.572], [0.652, 0.101, 1.122], [1.095, 0.717, 2.294], [3.221, 3.055, 0.988], [2.461, 2.104, -1.007], [-1.502, 0.025, -0.586], [-5.547, -3.147, -2.535], [-0.163, -0.498, 1.280], [0.620, 0.436, 3.231]]}

{"formula": "C8H6NO2", "method": "ωB97M-V with the def2-TZVPD basis set", "molar_mass_g_mol": 148.14, "charge": -1, "relative_energy_kj_mol": 83.82, "symbols": ["C", "C", "C", "C", "C", "C", "C", "C", "N", "O", "O", "H", "H", "H", "H", "H", "H"], "coordinates": [[-0.315, -0.321, -1.113], [0.222, -0.507, -2.348], [1.864, 0.358, -1.056], [0.720, 0.266, -0.250], [-1.783, 0.170, 1.452], [-0.440, 0.614, 2.098], [-2.382, -0.892, 1.897], [0.642, 0.664, 1.210], [1.570, -0.069, -2.350], [-0.384, 0.964, 3.296], [-2.767, -1.947, 2.285], [-1.352, -0.528, -0.810], [-0.234, -0.818, -3.171], [2.799, 0.593, -0.626], [-2.175, 1.023, 0.763], [1.716, 1.037, 1.479], [2.299, -0.609, -2.755]]}